a:
{"formula": "CH5NOS", "method": "wB97M-V/def2-TZVPD", "lumo_ha": 0.0288, "orbital_gap_ev": 9.85, "symbols": ["C", "N", "O", "S", "H", "H", "H", "H", "H"], "positions_angstrom": [[0.409, 1.174, 0.158], [0.167, -1.488, -0.369], [-2.087, 0.026, -0.439], [-0.918, -0.059, 0.403], [1.296, 0.593, -0.127], [0.515, 1.845, 0.961], [0.135, 1.831, -0.717], [0.819, -1.558, 0.463], [-0.335, -2.364, -0.334]], "lowdin_charge": [-0.269, -0.179, -0.527, 0.825, 0.037, 0.017, 0.074, 0.023, -0.001]}



b:
{"formula": "CH5NOS", "method": "wB97M-V/def2-TZVPD", "lumo_ha": 0.0227, "orbital_gap_ev": 9.32, "smiles": "C=[S@H](N)=O", "symbols": ["C", "N", "O", "S", "H", "H", "H", "H", "H"], "positions_angstrom": [[-0.370, -1.336, -0.308], [-0.384, 1.376, -0.163], [1.806, 0.039, 0.081], [0.352, 0.011, 0.369], [0.122, -2.255, -0.317], [-1.353, -1.394, 0.021], [0.499, 1.859, -0.327], [-0.782, 1.232, -1.043], [0.110, 0.467, 1.687]], "lowdin_charge": [-0.257, -0.144, -0.421, 0.686, -0.010, -0.027, 0.064, 0.039, 0.071]}



c:
{"formula": "CH5NOS", "method": "wB97M-V/def2-TZVPD", "lumo_ha": -0.0223, "orbital_gap_ev": 9.40, "symbols": ["C", "N", "O", "S", "H", "H", "H", "H", "H"], "positions_angstrom": [[-1.306, -1.299, 0.325], [2.053, 1.256, -0.219], [-2.899, 0.502, -0.795], [-1.485, 0.124, -0.508], [-0.292, -1.427, 0.539], [-2.054, -2.072, 0.416], [2.477, 1.414, 0.715], [1.156, 1.201, -0.050], [2.351, 0.301, -0.424]], "lowdin_charge": [-0.273, 0.044, -0.574, 0.876, -0.030, 0.031, 0.038, -0.131, 0.019]}



Which of them is the most stable, and which is the least stable? a and b, in that order.



a:
{"formula": "C21H25NO5", "method": "wB97M-V/def2-TZVPD", "lumo_ha": 0.0225, "orbital_gap_ev": 8.67, "smiles": "Cc1ccc(Oc2ccc(OCC(=O)N[C@@H](CC(C)C)C(=O)O)cc2)cc1", "symbols": ["C", "C", "C", "C", "C", "C", "C", "H", "H", "O", "C", "C", "C", "C", "C", "C", "H", "H", "O", "C", "C", "O", "N", "H", "C", "C", "O", "O", "H", "H", "C", "H", "C", "C", "H", "H", "H", "C", "H", "H", "H", "H", "H", "H", "H", "H", "H", "H", "H", "H", "H", "H"], "positions_angstrom": [[6.335, 2.564, -0.969], [5.513, 1.405, -0.491], [6.085, 0.149, -0.328], [5.328, -0.929, 0.087], [3.973, -0.767, 0.350], [3.389, 0.486, 0.206], [4.160, 1.554, -0.216], [3.693, 2.521, -0.323], [2.344, 0.640, 0.427], [3.298, -1.866, 0.837], [2.008, -2.118, 0.466], [1.259, -2.926, 1.322], [-0.040, -3.259, 1.007], [-0.625, -2.789, -0.167], [0.130, -2.012, -1.036], [1.438, -1.683, -0.723], [2.014, -1.087, -1.414], [-0.281, -1.647, -1.964], [-1.945, -3.126, -0.355], [-2.645, -2.486, -1.397], [-2.600, -0.957, -1.284], [-2.628, -0.227, -2.251], [-2.541, -0.524, -0.009], [-2.513, -1.209, 0.734], [-2.116, 0.809, 0.337], [-0.771, 0.732, 1.052], [0.150, 1.482, 0.884], [-0.736, -0.274, 1.933], [0.127, -0.324, 2.373], [-1.983, 1.368, -0.594], [-3.096, 1.543, 1.266], [-2.602, 2.463, 1.589], [-4.451, 1.911, 0.641], [-5.349, 0.694, 0.429], [-4.974, 0.074, -0.380], [-5.410, 0.093, 1.334], [-6.353, 1.018, 0.167], [-4.289, 2.681, -0.667], [-5.250, 3.082, -0.982], [-3.924, 2.030, -1.457], [-3.596, 3.511, -0.544], [-4.945, 2.568, 1.368], [-3.263, 0.923, 2.150], [-3.680, -2.829, -1.307], [-2.270, -2.776, -2.386], [-0.627, -3.878, 1.666], [1.717, -3.285, 2.231], [5.772, -1.904, 0.218], [7.138, 0.011, -0.530], [5.886, 3.507, -0.669], [7.346, 2.511, -0.572], [6.401, 2.551, -2.058]], "lowdin_charge": [-0.056, -0.287, -0.044, 0.001, -0.258, -0.011, -0.030, 0.116, 0.093, 0.032, -0.263, -0.002, -0.005, -0.277, 0.003, 0.007, 0.126, 0.118, -0.050, -0.089, -0.496, 0.077, 0.127, 0.152, -0.204, -0.477, 0.122, 0.120, 0.140, 0.154, -0.109, 0.129, -0.412, -0.073, 0.064, 0.077, 0.078, -0.069, 0.079, 0.069, 0.083, 0.132, 0.123, 0.142, 0.139, 0.123, 0.122, 0.118, 0.112, 0.074, 0.076, 0.083]}



b:
{"formula": "C21H25NO5", "method": "wB97M-V/def2-TZVPD", "lumo_ha": -0.0022, "orbital_gap_ev": 8.28, "symbols": ["C", "H", "H", "H", "C", "C", "C", "C", "O", "O", "C", "C", "C", "C", "C", "C", "O", "C", "C", "O", "N", "C", "C", "C", "H", "H", "H", "H", "H", "H", "H", "H", "H", "O", "C", "C", "H", "H", "H", "C", "H", "H", "H", "C", "C", "H", "H", "H", "H", "H", "H", "H"], "positions_angstrom": [[-5.050, -1.509, -0.671], [-5.752, -0.934, -1.200], [-4.952, -2.407, -1.235], [-5.244, -1.636, 0.282], [-3.751, -0.978, -1.162], [-2.614, -1.587, -0.434], [-2.745, -2.778, 0.389], [-1.540, -3.347, 0.619], [-1.608, -4.374, 1.271], [-0.248, -2.860, 0.488], [-0.198, -1.465, -0.175], [1.079, -1.135, -0.425], [1.454, -0.233, -1.126], [0.386, 0.748, -1.531], [-0.954, 0.221, -1.554], [-1.307, -0.987, -0.596], [-1.934, 0.797, -1.922], [-2.056, 2.301, -1.636], [-2.106, 2.702, -0.274], [-3.317, 2.898, 0.398], [-1.117, 2.451, 0.409], [-1.161, 2.488, 2.082], [-0.397, 1.324, 2.637], [0.205, 2.609, 2.797], [0.286, 3.266, 3.317], [1.231, 2.735, 2.006], [-0.819, 0.631, 3.482], [0.073, 0.615, 1.906], [-2.025, 2.772, 2.465], [-0.186, 2.140, 0.099], [-1.123, 2.993, -2.141], [-2.937, 2.681, -2.374], [0.631, 1.589, -2.113], [2.635, 0.353, -1.213], [3.719, -0.156, -0.454], [3.808, 0.719, 0.988], [4.587, 0.074, 1.370], [3.939, 1.608, 1.153], [2.799, 0.397, 1.470], [4.894, 0.451, -1.126], [5.976, -0.099, -0.536], [4.860, -0.033, -1.981], [4.950, 1.362, -1.282], [3.572, -1.757, -0.393], [2.209, -1.980, 0.169], [2.522, -1.976, 1.314], [2.205, -3.209, 0.104], [3.770, -2.129, -1.411], [4.502, -1.948, 0.004], [-3.735, -3.043, 0.489], [-3.621, -0.604, -2.132], [-3.794, 0.238, -0.610]], "lowdin_charge": [-0.096, 0.076, 0.087, 0.039, -0.175, -0.075, 0.079, -0.506, 0.082, 0.094, -0.079, -0.176, -0.270, 0.110, -0.279, -0.004, -0.006, -0.025, -0.497, -0.110, 0.170, -0.051, -0.145, -0.056, -0.063, 0.193, 0.149, 0.105, 0.078, 0.128, 0.187, 0.185, 0.099, 0.029, -0.446, 0.052, 0.074, -0.036, 0.101, -0.010, 0.206, 0.029, -0.001, -0.117, -0.097, 0.161, 0.180, 0.135, 0.086, 0.090, 0.103, 0.213]}



Which of them is the most stable, and which is the least stable? a and b, in that order.